[1]
DFT (ωB97M-V/def2-TZVPD) results for one molecule with the formula CH6NO2P in a non-equilibrium geometry.

## Properties
F_max: 5.8 eV/A
SMILES: NC[P@@H](=O)O
relative energy (zero: lowest compared OMol25 entry of this formula, charge and spin): 33.3 kcal per mole
charge: 0
HOMO-LUMO gap: 10.06 eV

Bonds (Å) are listed after each position.
Cartesian coordinates (Å):
1 C 0.4615 0.7581 -0.2779  N2 1.423, P5 1.784, H6 1.135, H7 1.120
2 N 1.5267 -0.0713 0.1719  C1 1.423, H9 0.997, H10 0.993
3 O -2.1997 0.9503 0.5544  P5 1.563
4 O -1.0534 -1.2442 -0.5919  P5 1.634, H8 1.042
5 P -0.9659 -0.0064 0.4709  C1 1.784, O3 1.563, O4 1.634, H11 1.393
6 H 0.4134 1.8117 0.1421  C1 1.135
7 H 0.4475 0.7970 -1.3973  C1 1.120
8 H -1.9676 -1.6972 -0.8034  O4 1.042
9 H 2.3982 0.1405 -0.2626  N2 0.997
10 H 1.2801 -1.0168 0.3498  N2 0.993
11 H -0.3407 -0.4219 1.6440  P5 1.393

Atom charges from the Mulliken analysis, given in e for atoms 1 to 2: -0.22, -0.51

---

[2]
DFT (ωB97M-V/def2-TZVPD) results for a 2-piece molecular cluster, CH6NOS overall in a non-equilibrium geometry.

## Properties
F_max: 2.4 eV/A
relative energy (zero: lowest compared OMol25 entry of this formula, charge and spin): 15.6 kcal per mole
charge: -1
HOMO-LUMO gap: 7.36 eV

Bonds (Å) are listed after each position.
Cartesian coordinates (Å):
1 S 0.6452 -0.5049 2.3893  H2 1.395
2 H 1.8000 -0.0649 3.0357  S1 1.395
3 N -1.0813 0.7854 -0.3749  C4 1.455, H6 1.008, H7 1.049
4 C -0.2315 0.0456 -1.2954  N3 1.455, O5 1.507, H8 1.165, H9 1.163
5 O 0.1130 -1.3073 -0.7290  C4 1.507, H10 1.010
6 H -1.2173 0.1902 0.4275  N3 1.008
7 H -0.5016 1.5473 0.0537  N3 1.049
8 H -0.8216 -0.2694 -2.2497  C4 1.165
9 H 0.7300 0.6900 -1.4100  C4 1.163
10 H 0.5653 -1.1121 0.1527  O5 1.010

Atom charges from the Mulliken analysis, given in e for atoms 1 to 2: -0.86, -0.02

---

[3]
DFT (ωB97M-V/def2-TZVPD) results for a 2-piece molecular cluster, CH6NOS overall in a non-equilibrium geometry.

## Properties
F_max: 1.5 eV/A
spin multiplicity: 2
relative energy (zero: lowest compared OMol25 entry of this formula, charge and spin): 7.4 kcal per mole
charge: 0
HOMO-LUMO gap (spin up / spin down): 10.16 / 6.34 eV

Bonds (Å) are listed after each position.
Cartesian coordinates (Å):
1 S 1.6676 1.6571 -2.0881  H2 1.337
2 H 0.8751 1.4917 -3.1527  S1 1.337
3 N -0.2831 -0.4957 1.8218  C4 1.464, H6 1.022, H7 1.021
4 C -0.1032 -0.6405 0.3761  N3 1.464, O5 1.436, H8 1.086, H9 1.086
5 O -0.6407 0.5347 -0.2494  C4 1.436, H10 0.971
6 H -1.1222 0.0836 1.8918  N3 1.022
7 H -0.6536 -1.3883 2.1516  N3 1.021
8 H -0.7183 -1.4058 -0.0885  C4 1.086
9 H 0.9437 -0.8001 0.1368  C4 1.086
10 H 0.0347 0.9634 -0.7995  O5 0.971

Atom charges from the Mulliken analysis, given in e for atoms 1 to 2: -0.23, 0.21

---

[4]
DFT (ωB97M-V/def2-TZVPD) results for a 2-piece molecular cluster, CH6NOS overall in a non-equilibrium geometry.

## Properties
F_max: 3.0 eV/A
relative energy (zero: lowest compared OMol25 entry of this formula, charge and spin): 112.4 kcal per mole
charge: +1
HOMO-LUMO gap (spin up / spin down): 9.25 / 8.76 eV

Bonds (Å) are listed after each position.
Cartesian coordinates (Å):
1 C -0.2358 0.2077 0.3567  N2 1.560, O3 1.345, S4 1.867
2 N 0.6360 -0.9317 -0.2551  C1 1.560, H6 1.009, H7 1.083, H8 1.049
3 O -0.0037 0.4965 1.6501  C1 1.345, H9 0.972
4 S -0.2636 1.7425 -0.7063  C1 1.867, H10 1.299
5 H -2.4769 -0.5144 0.0007  no bonds
6 H 1.5926 -0.6121 -0.2273  N2 1.009
7 H 0.5181 -1.2214 -1.2923  N2 1.083
8 H 0.6144 -1.7494 0.4011  N2 1.049
9 H -0.4040 1.3308 1.9467  O3 0.972
10 H 0.0229 1.2515 -1.8744  S4 1.299

Atom charges from the Mulliken analysis, given in e for atoms 1 to 2: 0.11, -0.38

---

[5]
DFT (ωB97M-V/def2-TZVPD) results for a 2-piece molecular cluster, CH6NS overall.

## Properties
F_max: 0.4 eV/A
relative energy (zero: lowest compared OMol25 entry of this formula, charge and spin): 1.4 kcal per mole
charge: -1
HOMO-LUMO gap: 6.72 eV

Bonds (Å) are listed after each position.
Cartesian coordinates (Å):
1 S -2.0514 0.5797 2.3380  H2 1.347
2 H -2.1426 -0.3270 1.3461  S1 1.347
3 C 0.8244 -0.4617 -0.8215  N4 1.455, H5 1.090, H6 1.093, H7 1.099
4 N 0.5890 0.6994 0.0235  C3 1.455, H8 1.011, H9 1.026
5 H 0.9571 -1.3493 -0.2036  C3 1.090
6 H 1.7367 -0.3336 -1.4099  C3 1.093
7 H 0.0088 -0.6973 -1.5200  C3 1.099
8 H 0.1601 1.4427 -0.5105  N4 1.011
9 H -0.0822 0.4472 0.7579  N4 1.026

Atom charges from the Mulliken analysis, given in e for atoms 1 to 2: -0.87, -0.05

---

[6]
DFT (ωB97M-V/def2-TZVPD) results for a 2-piece molecular cluster, CH6O2 overall in a non-equilibrium geometry.

## Properties
F_max: 8.2 eV/A
SMILES: CO.O
relative energy (zero: lowest compared OMol25 entry of this formula, charge and spin): 59.8 kcal per mole
charge: 0
HOMO-LUMO gap: 10.92 eV

Bonds (Å) are listed after each position.
Cartesian coordinates (Å):
1 C -1.2069 0.4310 -0.0693  H5 1.160, H6 1.327, H7 1.201, O9 1.395
2 H 2.8109 -0.6392 -0.4610  O8 0.855
3 H 1.4699 -0.3827 0.0082  O8 0.979
4 H -1.0072 -1.1658 0.9118  O9 1.167
5 H -0.3392 0.9790 -0.6109  C1 1.160
6 H -2.2925 1.0403 -0.5281  C1 1.327
7 H -0.8208 0.6994 1.0361  C1 1.201
8 O 2.3787 -0.0238 -0.0539  H2 0.855, H3 0.979
9 O -0.9928 -0.9381 -0.2329  C1 1.395, H4 1.167

Atom charges from the Mulliken analysis, given in e for atoms 1 to 2: -0.59, 0.26

---

[7]
DFT (ωB97M-V/def2-TZVPD) results for a 3-piece molecular cluster, CH6O4 overall in a non-equilibrium geometry.

## Properties
F_max: 1.1 eV/A
SMILES: O=CO.O.O
relative energy (zero: lowest compared OMol25 entry of this formula, charge and spin): 17.2 kcal per mole
charge: 0
HOMO-LUMO gap: 11.01 eV

Bonds (Å) are listed after each position.
Cartesian coordinates (Å):
1 O -1.7924 -0.9472 -0.3387  C2 1.193
2 C -0.7529 -1.0011 -0.9223  O1 1.193, O3 1.342, H4 1.102
3 O 0.4299 -1.2391 -0.3353  C2 1.342, H5 0.980
4 H -0.6740 -0.9100 -2.0173  C2 1.102
5 H 1.0187 -0.4673 -0.1981  O3 0.980
6 H 2.3308 1.1392 0.9466  O8 0.963
7 H 2.9294 1.1446 -0.4595  O8 0.969
8 O 2.2531 0.7154 0.0853  H6 0.963, H7 0.969
9 H -1.1677 2.1917 1.8995  O11 0.975
10 H -1.2312 0.9047 1.1506  O11 0.972
11 O -0.7334 1.7398 1.1521  H9 0.975, H10 0.972

Atom charges from the Mulliken analysis, given in e for atoms 1 to 2: -0.45, 0.16

---

[8]
DFT (ωB97M-V/def2-TZVPD) results for a 2-piece molecular cluster, CH6O5PS overall in a non-equilibrium geometry.

## Properties
F_max: 4.4 eV/A
relative energy (zero: lowest compared OMol25 entry of this formula, charge and spin): 100.3 kcal per mole
charge: +1
HOMO-LUMO gap (spin up / spin down): 5.26 / 8.84 eV

Bonds (Å) are listed after each position.
Cartesian coordinates (Å):
1 C -2.4805 -0.2545 -1.3819  H9 1.043, H10 1.014, H11 1.108
2 O -0.7845 2.2064 0.3681  S8 1.412
3 O 0.5022 2.4898 -1.6422  S8 1.418
4 O 2.3380 1.6628 1.9434  P7 1.587, H12 0.904
5 O 2.8968 0.0431 0.0540  P7 1.669, H13 0.943
6 O 0.6291 -0.0963 1.3738  P7 1.570, H14 0.926
7 P 1.6432 0.9140 0.7283  O4 1.587, O5 1.669, O6 1.570, S8 2.373
8 S -0.1075 1.6066 -0.7162  O2 1.412, O3 1.418, P7 2.373
9 H -2.5257 -1.2876 -1.2433  C1 1.043
10 H -2.5648 0.4549 -0.6620  C1 1.014
11 H -2.9940 0.0403 -2.3187  C1 1.108
12 H 2.6007 2.4926 1.6985  O4 0.904
13 H 3.7417 0.2789 -0.2916  O5 0.943
14 H 0.7965 -0.3847 2.2379  O6 0.926

Atom charges from the Mulliken analysis, given in e for atoms 1 to 2: -0.73, -0.37

---

[9]
DFT (ωB97M-V/def2-TZVPD) results for a 2-piece molecular cluster, CH6OS2 overall in a non-equilibrium geometry.

## Properties
F_max: 2.8 eV/A
SMILES: CO.SS
relative energy (zero: lowest compared OMol25 entry of this formula, charge and spin): 38.7 kcal per mole
charge: 0
HOMO-LUMO gap: 8.29 eV

Bonds (Å) are listed after each position.
Cartesian coordinates (Å):
1 S -2.3106 0.0077 0.0953  S2 2.297, H3 1.307
2 S -3.0022 -0.9594 -1.8700  S1 2.297, H4 1.318
3 H -1.0386 -0.1793 0.3312  S1 1.307
4 H -3.7774 0.1016 -1.7628  S2 1.318
5 C 1.5478 -0.1423 0.5239  O6 1.364, H7 1.109, H8 1.078, H9 1.069
6 O 2.4191 0.8154 0.0952  C5 1.364, H10 0.987
7 H 0.8786 -0.5906 -0.2388  C5 1.109
8 H 2.0988 -0.9819 0.9153  C5 1.078
9 H 0.9421 0.2998 1.2850  C5 1.069
10 H 2.2423 1.6289 0.6257  O6 0.987

Atom charges from the Mulliken analysis, given in e for atoms 1 to 2: -0.11, -0.14

---

The highest F_max belongs to which entry? CH6O2